No. 1
Here is C40H56KNO5S5Si as an isolated structure from the Open Molecules 2025 dataset. Energies are from wB97M-V/def2-TZVPD.

Values from the calculation:
net charge	-2
energy above the lowest of the compared OMol25 structures with the same formula, charge and spin	0.391	eV
spin multiplicity	1
E_LUMO	3.47	eV
electronic energy	-132503.8631	eV

CARTESIAN COORDINATES (ANGSTROEM)
H -3.403 -4.771 -1.734
H -0.710 2.301 5.143
H -1.583 1.250 -0.432
N 0.995 -0.003 -3.658
C -2.944 -2.997 -2.878
H -5.148 0.155 0.388
H 3.692 5.740 0.190
C -1.684 -3.555 -3.533
C -0.159 -4.471 1.712
H -1.395 -6.056 -1.099
H -1.154 6.677 0.561
C -0.086 6.494 0.505
C -2.109 -2.620 4.483
H 3.439 4.379 -3.687
K 1.329 0.751 0.238
H 1.195 0.892 -3.207
H -0.644 1.602 3.528
C 0.782 7.495 0.100
H -4.171 -4.729 -3.341
H -1.556 3.995 3.559
S -0.736 3.980 1.324
H 3.162 -3.236 -6.024
C -4.425 -0.643 0.193
C -2.953 0.623 1.765
H -2.977 -1.237 -4.121
H -3.268 1.623 -0.795
H 2.034 1.558 4.715
H -1.948 -4.107 -4.439
H 0.574 -3.840 1.209
C 2.119 -1.779 -4.864
C -0.581 4.248 3.133
O -1.983 -3.823 0.219
H -1.795 -6.708 1.838
H 0.394 8.474 -0.158
H 0.070 -5.055 -0.969
H 1.141 -1.697 6.353
C -3.886 -4.130 -2.471
O 0.457 -0.051 2.435
H 4.748 -1.593 -7.011
C -1.185 -1.776 3.875
H -0.605 -3.906 2.532
C 0.426 5.239 0.814
H -2.678 -5.239 2.311
C -2.260 -5.792 1.466
H 1.297 3.179 3.011
H -3.343 0.002 2.577
C 0.221 -1.945 5.834
C -2.550 0.806 -0.677
C 3.983 -1.271 -6.314
H -4.633 -1.476 0.870
H 4.589 0.791 -6.324
C 3.566 3.374 -1.815
C -1.241 -4.919 0.733
Si -1.550 -2.370 -0.494
H -0.416 5.316 3.266
C 4.416 3.087 -0.706
H 0.884 0.741 5.783
S 1.877 2.901 -1.976
C 0.521 3.390 3.753
C 2.004 -0.431 -4.495
C 2.144 7.229 -0.001
O -2.651 -2.217 -1.733
H -0.059 -6.571 -0.048
H -1.009 -2.741 -3.793
C 5.392 4.654 -2.857
S 1.151 -0.383 3.704
H -3.550 1.537 1.706
H 2.820 8.005 -0.341
H -1.918 0.889 1.981
H -1.150 -4.221 -2.856
C 3.886 0.064 -5.932
C -3.003 -0.133 0.439
C -0.037 -1.433 4.569
S 3.973 2.166 0.739
H -4.542 -1.635 -3.389
H -3.077 -6.056 0.791
H -2.473 0.272 -1.622
C -1.874 -3.122 5.753
H 5.741 5.254 -3.692
C 4.100 4.158 -2.856
H 2.172 3.959 0.887
C 2.639 5.970 0.300
C -0.614 -5.705 -0.420
C 2.919 0.486 -5.038
H 0.343 -5.347 2.133
H -0.511 -3.193 7.414
H 6.362 3.371 0.110
C 6.222 4.371 -1.778
H 1.446 -2.503 -4.420
C 1.041 1.106 4.767
O -2.105 -1.231 0.592
H 2.866 1.519 -4.711
H 0.678 -0.696 -2.985
C 3.094 -2.185 -5.762
C -3.647 -2.056 -3.854
H 1.000 3.952 4.560
C 1.774 4.953 0.699
C 5.726 3.600 -0.738
O -0.138 2.642 1.074
H 7.244 4.735 -1.742
C -0.705 -2.788 6.428
H -2.592 -3.787 6.218
S 0.416 -2.209 -0.981
H -4.544 -0.994 -0.831
H -1.341 -1.416 2.863
H -3.002 -2.894 3.934
H -3.940 -2.583 -4.766
C -0.043 2.080 4.305
H -4.789 -3.715 -2.017

Forces on the atoms, in the same order (eV/Å):
0.007 0.000 0.003
-0.028 -0.017 -0.014
-0.038 -0.032 -0.025
0.103 0.035 0.081
-0.006 -0.001 0.010
-0.003 0.009 -0.039
0.011 -0.012 -0.022
0.000 0.020 0.023
0.018 -0.014 0.017
0.006 -0.006 -0.007
0.008 -0.012 -0.002
-0.007 -0.032 0.027
-0.022 0.013 -0.031
-0.001 0.000 -0.002
0.199 -0.169 -0.772
0.014 -0.011 -0.038
0.047 0.021 -0.005
0.007 0.027 0.000
0.002 0.004 0.003
0.012 -0.008 -0.012
-0.006 0.014 -0.043
0.008 0.006 -0.007
-0.008 0.020 0.013
-0.003 -0.005 0.005
-0.008 -0.003 0.003
-0.005 -0.019 0.005
-0.012 -0.006 -0.047
-0.011 0.005 0.001
-0.020 -0.007 0.001
0.037 0.008 -0.020
-0.041 0.037 0.070
0.019 -0.032 0.109
0.003 0.009 0.007
0.007 -0.006 -0.001
0.013 0.003 0.000
0.002 0.009 -0.018
-0.005 0.001 -0.003
0.124 -0.062 0.265
-0.003 -0.001 0.006
-0.019 -0.010 0.045
-0.002 -0.020 -0.033
0.002 0.039 -0.023
-0.008 -0.014 -0.010
-0.005 0.039 -0.007
-0.029 -0.027 -0.009
0.002 -0.012 0.010
0.025 0.016 0.033
0.032 0.004 0.041
0.011 0.004 -0.006
-0.003 0.022 0.007
-0.004 -0.006 -0.001
-0.031 0.119 -0.025
0.005 -0.017 -0.062
-0.003 -0.020 0.057
-0.006 0.001 0.007
0.061 0.034 0.090
0.041 0.018 0.003
0.018 -0.063 0.079
0.013 -0.001 -0.009
-0.057 -0.004 -0.020
-0.002 0.008 0.005
-0.018 0.035 -0.068
-0.028 0.021 0.017
0.026 -0.001 -0.009
-0.017 0.014 -0.023
-0.152 -0.237 0.099
-0.004 -0.007 0.006
-0.004 0.000 0.003
-0.014 -0.008 -0.009
-0.005 0.003 0.003
0.010 0.022 0.000
0.060 -0.001 0.068
-0.037 0.131 -0.028
0.019 0.028 0.035
0.011 0.000 0.001
0.009 -0.009 -0.008
0.009 -0.045 -0.066
0.001 0.004 -0.005
0.017 -0.001 0.010
0.020 -0.019 0.034
-0.022 -0.052 -0.038
-0.066 -0.082 -0.012
-0.018 0.025 0.014
-0.026 -0.028 0.027
0.019 0.000 0.000
0.001 0.004 -0.003
-0.006 -0.005 0.006
0.014 -0.021 0.023
-0.026 -0.004 0.014
0.065 0.067 0.106
-0.066 -0.028 -0.090
0.007 0.002 -0.013
-0.024 -0.020 -0.029
-0.028 -0.003 0.021
0.005 0.015 0.012
0.021 0.003 -0.006
0.129 0.035 -0.005
-0.038 0.017 -0.030
-0.270 0.243 0.195
0.000 0.012 -0.014
0.013 0.007 0.009
-0.007 0.002 -0.012
-0.030 0.034 -0.007
0.023 -0.023 0.023
0.017 0.038 -0.011
-0.002 -0.014 0.027
0.002 -0.008 0.002
-0.061 -0.042 0.022
0.007 -0.001 -0.001

---

No. 2
Here is C30H23F9N5O2SeV as an isolated structure from the Open Molecules 2025 dataset. Energies are from wB97M-V/def2-TZVPD.

Values from the calculation:
net charge	0
energy above the lowest of the compared OMol25 structures with the same formula, charge and spin	1.385	eV
spin multiplicity	3
E_LUMO (alpha / beta)	-1.38 / -1.06	eV
electronic energy	-158520.4007	eV

CARTESIAN COORDINATES (ANGSTROEM)
F 2.279 5.912 -0.895
V -0.189 -0.896 -0.161
C -1.854 1.902 -0.071
C -2.233 -1.632 2.144
H 4.760 -0.931 -3.470
H -2.450 2.497 -0.771
F 0.026 -3.177 -0.117
C -2.164 -2.849 -0.903
C 0.837 1.833 -2.679
C -2.624 -0.579 -1.782
F -4.433 -2.696 -1.616
F -0.427 -5.800 0.348
C 1.766 3.567 1.870
N -0.986 -1.241 1.845
C 1.557 -1.552 -2.633
H 0.628 -1.971 -3.000
C 3.850 -0.958 -2.885
H 4.684 0.034 -1.140
H 2.695 -1.999 -4.382
H -1.202 2.570 0.488
F 3.431 2.677 3.299
H -0.320 3.005 -1.370
H 0.241 -0.883 4.933
C -0.138 -1.001 2.855
F 0.289 4.680 0.369
F 5.403 3.932 2.014
H -1.002 0.233 -2.875
N 1.528 -1.017 -1.405
C 2.559 5.104 0.142
H -2.899 -1.814 1.314
C 2.704 -1.551 -3.399
C -3.408 -3.434 -1.160
Se 0.387 2.587 2.714
H -3.691 -2.082 3.628
C 3.870 4.927 0.538
C 1.283 -0.662 2.485
H 1.311 0.868 -2.828
N 1.413 -0.566 1.115
H -3.366 2.072 1.373
H 0.169 2.020 -3.520
C 1.544 4.443 0.810
F 4.866 5.556 -0.102
C -1.418 -5.057 -0.146
C 2.579 -0.093 0.571
H -3.415 0.486 0.612
H -2.849 -6.663 -0.235
F -4.841 -5.273 -1.187
N -1.782 -1.534 -1.064
C -1.202 -3.723 -0.387
C -1.715 0.586 -2.128
C -3.628 -4.782 -0.922
C -2.673 -1.772 3.443
H -2.121 -1.575 5.513
C 4.135 4.096 1.612
H -3.021 -1.001 -2.707
H -2.150 0.909 1.804
O 3.499 0.508 1.063
H 1.621 2.590 -2.722
C 2.644 -0.492 -0.891
C -0.505 -1.108 4.184
C -1.797 -1.491 4.484
H -3.476 -0.259 -1.181
N -0.952 1.042 -0.940
C -2.748 1.267 0.972
C 0.136 2.014 -1.344
C 3.823 -0.421 -1.610
H -2.276 1.417 -2.567
C -2.653 -5.617 -0.416
O 2.152 -0.661 3.317
C 3.103 3.444 2.261
H 0.841 2.034 -0.509

Forces on the atoms, in the same order (eV/Å):
-0.001 0.006 -0.003
-0.231 -0.117 0.721
0.000 -0.081 0.008
-0.003 -0.022 0.012
-0.004 -0.001 -0.005
0.030 0.046 0.010
-0.007 -0.028 0.046
-0.016 -0.035 -0.024
0.017 0.015 -0.027
0.111 -0.012 -0.122
0.019 0.019 -0.002
-0.005 -0.008 -0.008
0.149 -0.014 -0.063
0.139 0.083 -0.132
-0.041 0.050 0.006
-0.001 -0.012 0.012
0.014 0.009 -0.001
-0.005 -0.001 0.019
-0.010 -0.002 0.002
0.117 0.044 0.013
0.011 -0.047 -0.003
0.013 0.013 0.027
0.000 0.011 -0.002
0.003 0.104 -0.021
-0.005 -0.046 -0.015
-0.016 0.001 -0.010
0.012 0.007 0.011
-0.185 -0.157 -0.137
0.007 0.004 -0.011
0.004 -0.007 -0.028
0.017 0.006 -0.032
-0.012 0.022 0.004
-0.274 -0.092 0.009
0.003 -0.004 0.006
-0.003 -0.011 0.002
0.072 -0.069 0.111
-0.010 0.040 0.000
0.028 0.353 -0.282
-0.028 -0.009 -0.023
-0.001 0.001 -0.001
-0.032 -0.053 0.018
-0.005 -0.002 0.005
-0.015 -0.004 0.008
0.027 -0.095 -0.190
0.029 -0.019 0.041
-0.003 0.000 0.003
-0.004 0.003 -0.002
0.111 0.076 -0.037
0.036 0.027 -0.012
0.045 -0.079 0.009
-0.006 -0.018 0.005
-0.020 -0.001 -0.005
-0.006 0.003 0.000
0.014 -0.003 0.030
0.010 -0.023 -0.016
0.006 -0.017 0.019
0.001 0.010 0.115
-0.004 -0.001 -0.004
0.063 -0.067 0.031
-0.022 0.004 0.006
0.036 0.002 -0.014
-0.029 -0.033 -0.053
-0.024 0.100 0.008
0.007 0.013 0.011
-0.011 0.049 0.072
-0.037 0.038 -0.024
-0.002 0.009 -0.003
0.014 0.012 -0.006
-0.045 -0.017 -0.044
-0.052 0.029 -0.038
0.014 -0.006 -0.003